[1]
Entry from OMol25: C6H7N in the gas phase in a non-equilibrium geometry (wB97M-V/def2-TZVPD).

Its HOMO energy is -10.538 eV. The structure (SMILES) is C#C[C@@H](C)CC#N. The total energy comes out at -7823.453 eV. Its multiplicity is 1. As for the LUMO energy: 0.79 eV.

Last column: Löwdin charge in e.
CARTESIAN COORDINATES (ANGSTROEM)
C -0.974 0.263 1.153  -0.061
C -0.193 0.574 -0.132  -0.381
C 1.238 -0.024 -0.143  -0.151
C 1.966 0.144 1.119  -0.230
N 2.537 0.243 2.120  0.147
C -0.879 0.035 -1.316  -0.127
C -1.375 -0.508 -2.270  0.129
H -1.284 -0.785 1.181  0.090
H -0.360 0.470 2.035  0.070
H -1.871 0.886 1.211  0.085
H -0.106 1.663 -0.231  0.144
H 1.181 -1.096 -0.358  0.129
H 1.820 0.438 -0.946  0.128
H -1.816 -0.992 -3.113  0.029

[2]
Entry from OMol25: a 8-piece molecular cluster, C37H72F9O21 overall in a non-equilibrium geometry (wB97M-V/def2-TZVPD).

Its HOMO energy is -5.285 eV. The total energy comes out at -106987.853 eV. Its multiplicity is 1. As for the LUMO energy: 2.34 eV. As for the net charge: -1.

Last column: Löwdin charge in e.
CARTESIAN COORDINATES (ANGSTROEM)
O 0.782 -0.999 0.511  -0.020
C 0.196 0.125 1.114  -0.792
O 1.029 0.969 1.567  -0.074
O -1.044 0.172 1.106  -0.029
H 1.727 -0.857 0.675  0.027
C -2.466 2.275 -0.978  -0.105
O -2.828 3.393 -0.245  -0.156
C -4.188 3.591 -0.128  -0.241
C -4.502 4.879 0.534  -0.232
O -3.906 4.986 1.783  -0.096
C -4.262 6.159 2.468  -0.210
C -3.524 6.167 3.786  -0.245
O -2.172 6.030 3.673  -0.147
C -1.560 7.213 3.257  -0.098
H -3.107 1.423 -0.717  0.074
H -1.440 2.005 -0.774  0.084
H -2.618 2.473 -2.054  0.088
H -4.675 2.745 0.393  0.126
H -4.700 3.614 -1.117  0.134
H -5.602 4.907 0.665  0.130
H -4.254 5.730 -0.124  0.128
H -5.341 6.204 2.717  0.130
H -4.018 7.038 1.846  0.122
H -3.936 5.409 4.449  0.132
H -3.729 7.124 4.306  0.122
H -0.492 7.026 3.330  0.081
H -1.867 8.090 3.837  0.091
H -1.777 7.369 2.189  0.079
C -0.597 6.115 -0.098  -0.118
O -0.401 4.859 0.464  -0.143
C 0.919 4.506 0.521  -0.233
C 1.657 5.107 1.699  -0.204
O 0.990 4.718 2.863  -0.103
C 1.670 5.016 4.016  -0.255
C 0.809 4.655 5.210  -0.236
O 0.198 3.425 5.134  -0.149
C 1.092 2.359 5.178  -0.108
H -0.271 6.080 -1.156  0.092
H -0.011 6.912 0.379  0.080
H -1.658 6.344 -0.099  0.078
H 1.529 4.695 -0.388  0.125
H 0.967 3.419 0.658  0.122
H 1.733 6.213 1.625  0.120
H 2.702 4.743 1.709  0.131
H 1.842 6.112 4.069  0.125
H 2.668 4.555 4.110  0.122
H 0.079 5.447 5.381  0.115
H 1.452 4.691 6.118  0.124
H 1.620 2.321 6.153  0.089
H 1.847 2.421 4.381  0.088
H 0.534 1.443 5.029  0.093
C 5.113 -6.456 -2.832  -0.120
O 3.804 -6.603 -2.384  -0.180
C 3.611 -6.158 -1.066  -0.218
C 2.147 -5.920 -0.886  -0.220
O 1.864 -5.813 0.463  -0.115
C 0.479 -5.864 0.712  -0.183
C -0.297 -4.686 0.181  -0.232
O -1.632 -4.887 0.544  -0.177
C -2.375 -3.682 0.581  -0.080
H 5.427 -5.404 -2.839  0.084
H 5.183 -6.931 -3.803  0.085
H 5.814 -6.987 -2.157  0.093
H 4.274 -5.301 -0.906  0.109
H 3.955 -6.942 -0.372  0.127
H 1.633 -6.805 -1.293  0.140
H 1.868 -5.068 -1.522  0.127
H 0.375 -5.814 1.795  0.134
H 0.059 -6.800 0.322  0.132
H -0.196 -4.535 -0.914  0.121
H 0.111 -3.743 0.581  0.124
H -2.592 -3.346 -0.446  0.076
H -1.847 -2.903 1.122  0.093
H -3.346 -3.935 1.002  0.084
C -4.410 -0.148 1.524  -0.114
O -4.635 -0.960 0.424  -0.197
C -5.863 -1.615 0.404  -0.223
C -5.914 -2.502 -0.833  -0.191
O -5.760 -1.729 -2.004  -0.117
C -4.406 -1.629 -2.437  -0.193
C -4.180 -0.432 -3.318  -0.218
O -4.545 -0.727 -4.645  -0.172
C -4.124 0.265 -5.509  -0.136
H -5.306 0.250 2.017  0.090
H -3.743 0.672 1.262  0.067
H -3.836 -0.690 2.292  0.095
H -6.703 -0.903 0.336  0.128
H -5.997 -2.227 1.314  0.129
H -6.949 -2.851 -0.888  0.125
H -5.171 -3.299 -0.760  0.116
H -4.096 -2.518 -3.010  0.137
H -3.733 -1.501 -1.582  0.104
H -3.102 -0.200 -3.263  0.100
H -4.709 0.464 -2.961  0.135
H -4.261 -0.124 -6.512  0.086
H -3.074 0.523 -5.335  0.087
H -4.733 1.169 -5.372  0.089
C -0.845 -1.824 -3.013  -0.039
C 0.650 -1.747 -2.752  -0.178
O 1.402 -2.539 -3.690  0.050
C 1.617 -2.058 -4.874  -0.459
O 1.246 -1.036 -5.292  0.193
C 2.480 -3.023 -5.726  -0.535
F 3.166 -2.340 -6.599  0.193
F 3.333 -3.735 -4.972  0.157
F 1.685 -3.903 -6.409  0.136
H -1.048 -1.495 -4.028  0.079
H -1.351 -1.167 -2.306  0.079
H -1.176 -2.849 -2.840  0.081
H 0.915 -2.067 -1.748  0.106
H 0.935 -0.688 -2.793  0.125
C 2.812 -1.767 2.938  -0.050
C 4.204 -2.289 2.749  -0.176
O 4.204 -3.724 2.882  0.074
C 5.251 -4.320 2.488  -0.489
O 6.204 -3.811 2.052  0.187
C 5.165 -5.849 2.726  -0.570
F 3.971 -6.224 3.109  0.192
F 5.449 -6.502 1.606  0.163
F 6.063 -6.223 3.644  0.163
H 2.522 -1.879 3.993  0.086
H 2.057 -2.381 2.446  0.082
H 2.736 -0.722 2.644  0.076
H 4.936 -1.856 3.430  0.135
H 4.503 -2.044 1.723  0.114
C 3.451 2.282 -3.149  -0.059
C 3.408 1.377 -1.945  -0.162
O 4.239 0.201 -2.228  0.069
C 4.134 -0.730 -1.358  -0.482
O 3.435 -0.687 -0.440  0.192
C 4.893 -1.994 -1.741  -0.524
F 5.266 -1.995 -3.024  0.168
F 5.977 -2.103 -0.970  0.175
F 4.109 -3.070 -1.533  0.158
H 3.005 3.254 -2.914  0.078
H 2.937 1.906 -4.034  0.078
H 4.483 2.505 -3.434  0.080
H 2.414 1.115 -1.578  0.127
H 3.887 1.881 -1.091  0.138

[3]
Entry from OMol25: CH3Br2P in the gas phase in a non-equilibrium geometry (wB97M-V/def2-TZVPD).

Its HOMO energy is -8.927 eV. The structure (SMILES) is C=[PH](Br)Br. The total energy comes out at -150458.366 eV. Its multiplicity is 1. As for the LUMO energy: -0.72 eV.

Last column: Löwdin charge in e.
CARTESIAN COORDINATES (ANGSTROEM)
C -1.142 -0.379 -0.386  -0.383
P 0.400 -0.062 0.154  0.050
Br 2.040 1.452 -0.641  0.071
Br 0.494 0.448 2.323  0.300
H -1.233 -0.639 -1.453  0.010
H -1.811 0.238 0.302  0.009
H 1.252 -1.058 -0.300  -0.056